No. 1
{"formula": "C33H68F12N4O12", "method": "ωB97M-V/def2-TZVPD", "lumo_ev": -2.713, "total_energy_ev": -98440.38290, "total_charge": 0, "symbols": ["C", "C", "O", "N", "H", "H", "C", "H", "H", "H", "H", "H", "H", "C", "C", "O", "N", "H", "H", "C", "H", "H", "H", "H", "H", "H", "C", "C", "O", "N", "H", "H", "C", "H", "H", "H", "H", "H", "H", "C", "C", "N", "C", "C", "C", "C", "C", "O", "C", "H", "H", "H", "H", "H", "H", "H", "H", "H", "H", "H", "H", "H", "H", "H", "H", "H", "H", "H", "H", "C", "O", "O", "C", "F", "F", "F", "C", "C", "H", "H", "H", "H", "H", "H", "C", "O", "O", "C", "F", "F", "F", "C", "C", "H", "H", "H", "H", "H", "H", "C", "O", "O", "C", "F", "F", "F", "C", "C", "H", "H", "H", "H", "H", "H", "C", "O", "O", "C", "F", "F", "F", "C", "C", "H", "H", "H", "H", "H", "H"], "xyz": [[-11.2166, -10.4121, -19.3589], [-10.6267, -9.3850, -20.2700], [-10.5754, -8.1924, -19.8616], [-9.8566, -9.8881, -21.5305], [-10.3267, -10.5586, -22.1217], [-9.8637, -9.0643, -22.1148], [-8.4741, -10.3361, -21.1788], [-10.4652, -10.7963, -18.6691], [-11.7131, -11.2619, -19.8274], [-12.0265, -9.9333, -18.8085], [-8.4395, -11.0585, -20.3632], [-7.7550, -9.5246, -21.0672], [-8.1713, -10.8482, -22.0921], [-15.3549, -17.0137, -12.7958], [-14.4339, -15.9903, -13.3014], [-13.4105, -16.2934, -13.9811], [-14.8488, -14.5594, -12.8831], [-15.4932, -14.3896, -12.1241], [-14.0583, -14.0358, -12.5352], [-15.4836, -13.8038, -14.0975], [-15.3951, -17.8622, -13.4788], [-16.3646, -16.6070, -12.7394], [-15.2141, -17.5348, -11.8488], [-16.3737, -14.3513, -14.4075], [-14.7328, -13.6842, -14.8785], [-15.6455, -12.8015, -13.7011], [-14.3529, -7.6219, -6.8623], [-15.7664, -8.0261, -7.2880], [-16.6847, -7.9623, -6.5370], [-15.9375, -8.4729, -8.7271], [-15.0880, -8.9290, -9.0280], [-16.4733, -9.3275, -8.6747], [-16.8099, -7.5851, -9.6907], [-13.6936, -8.4630, -7.0770], [-14.2474, -7.2357, -5.8485], [-14.0836, -6.8190, -7.5486], [-17.0458, -8.2813, -10.4956], [-16.1970, -6.7043, -9.8824], [-17.6868, -7.2627, -9.1293], [-23.3549, -14.8544, -13.2815], [-24.4113, -13.7964, -12.7711], [-24.4080, -12.3711, -13.4708], [-23.0989, -11.5931, -13.2955], [-24.6045, -12.4133, -14.9987], [-25.9629, -13.0247, -15.3521], [-25.4725, -11.4925, -12.8466], [-25.2459, -11.1759, -11.3877], [-24.2654, -10.1122, -11.2658], [-23.6961, -10.0818, -10.0293], [-23.5599, -15.8532, -12.8959], [-22.3606, -14.5700, -12.9371], [-23.2394, -14.9080, -14.3640], [-24.0597, -13.5366, -11.7726], [-25.4727, -14.0430, -12.7451], [-23.1798, -10.5590, -13.6306], [-22.3188, -12.0750, -13.8849], [-22.7707, -11.6747, -12.2593], [-23.8919, -13.0411, -15.5337], [-24.5411, -11.3644, -15.2884], [-26.6263, -12.2039, -15.0795], [-26.4090, -13.8679, -14.8248], [-26.1852, -13.1301, -16.4140], [-26.3911, -12.0742, -12.9243], [-25.3674, -10.5594, -13.4002], [-25.0961, -11.9539, -10.6391], [-26.1896, -10.9353, -10.8980], [-23.2787, -10.9564, -9.5304], [-24.5334, -9.6970, -9.4471], [-23.0058, -9.2562, -9.8562], [-15.8487, -5.6411, -16.6820], [-15.2362, -5.1221, -15.5454], [-16.1601, -7.0106, -16.3836], [-17.0628, -4.6974, -17.1339], [-16.6992, -3.4063, -17.2243], [-17.6031, -4.9900, -18.3416], [-18.0726, -4.7912, -16.2762], [-13.7616, -5.1441, -15.4686], [-13.2804, -4.0939, -14.3795], [-13.2765, -3.0298, -14.6154], [-13.9401, -4.0996, -13.5118], [-12.2785, -4.3744, -14.0547], [-13.2467, -4.8460, -16.3819], [-13.3216, -6.0749, -15.1106], [-15.1922, -5.5514, -17.5474], [-19.4523, -18.8873, -19.9710], [-19.9836, -19.8096, -20.8584], [-20.4144, -17.8448, -20.0308], [-19.0930, -19.5828, -18.6164], [-18.0870, -20.4711, -18.6890], [-18.9242, -18.6511, -17.6028], [-20.1687, -20.2884, -18.1885], [-19.1478, -20.8696, -21.4175], [-19.7384, -21.3769, -22.7221], [-18.9258, -22.0268, -23.0469], [-20.6752, -21.9123, -22.5677], [-19.8669, -20.5427, -23.4118], [-18.9556, -21.7180, -20.7607], [-18.1800, -20.5009, -21.7572], [-18.6275, -18.3805, -20.4719], [-17.5826, -14.4880, -7.4080], [-16.3652, -15.2724, -7.3943], [-17.6162, -13.9457, -8.6877], [-18.7141, -15.4010, -6.9164], [-19.9577, -14.8113, -7.0209], [-18.8341, -16.3663, -7.8234], [-18.5136, -15.8887, -5.6639], [-15.2145, -14.7837, -6.6699], [-14.0158, -15.4763, -7.2094], [-14.1943, -16.5182, -6.9434], [-13.7599, -15.3910, -8.2655], [-13.1196, -15.1748, -6.6672], [-15.3764, -14.9089, -5.5993], [-15.0078, -13.7273, -6.8413], [-17.4606, -13.6148, -6.7671], [-9.5862, -11.3494, -11.4812], [-9.1901, -12.6858, -11.5272], [-11.0003, -11.3130, -11.2326], [-8.5396, -10.4073, -10.6219], [-7.2314, -10.7818, -10.8457], [-8.7379, -9.1657, -10.8852], [-8.7927, -10.6202, -9.3446], [-8.3765, -13.1436, -12.5150], [-8.1573, -14.6603, -12.3078], [-7.7281, -15.0069, -13.2479], [-7.3878, -14.7828, -11.5457], [-9.1911, -14.8980, -12.0572], [-7.4991, -12.4972, -12.5355], [-8.8580, -13.1233, -13.4926], [-9.5543, -11.0909, -12.5397]], "forces_ev_per_a": [[-0.9, -0.6, -0.6], [-0.3, 4.3, 3.9], [0.5, -5.3, -3.7], [-0.5, 1.9, 1.2], [-0.6, -0.8, 0.4], [0.6, 0.7, -0.3], [0.8, -0.7, -1.4], [0.1, 0.2, 0.0], [0.4, -0.1, -0.4], [0.4, 0.3, 0.2], [-0.4, 0.3, 0.0], [-0.6, 0.2, 0.4], [0.3, -0.2, 0.2], [-1.7, -0.8, -0.4], [4.4, -2.8, -1.4], [-4.8, 3.2, 3.1], [0.5, 0.7, -2.1], [-0.8, -1.3, 0.6], [1.1, 0.3, -0.4], [1.1, 0.2, 0.9], [0.2, 0.2, -0.4], [-0.1, 0.0, 0.1], [0.8, 0.8, 0.4], [0.1, 0.2, 0.1], [-0.1, -0.5, 0.0], [-0.6, -0.1, -0.2], [-0.5, -0.3, -1.6], [0.9, 1.3, 2.7], [-0.4, -0.4, -1.4], [-1.5, -0.6, 0.5], [1.1, 0.9, -1.0], [-1.0, -0.5, 0.6], [1.4, -0.3, 1.1], [0.3, 0.1, 0.2], [-0.5, -0.5, -0.1], [0.4, 0.1, -0.1], [0.1, 0.7, -0.3], [-0.2, -0.3, -0.7], [0.1, -0.4, 0.1], [-0.5, 1.2, -0.3], [1.5, 0.9, -0.3], [1.7, -0.1, -0.6], [0.7, -1.5, 0.1], [-1.0, -1.6, 0.3], [-1.6, 2.0, 0.2], [0.6, -1.1, 0.6], [0.3, 1.1, 1.1], [-0.6, -1.9, -2.6], [-0.8, 2.0, 3.1], [-0.3, 0.2, 0.0], [-0.1, 0.1, 0.3], [-0.5, -0.1, -0.1], [-0.5, -0.1, 0.1], [0.3, -0.5, -0.2], [-0.4, -0.2, 0.2], [-0.2, -0.1, -0.2], [-0.3, 0.3, -0.1], [0.8, 0.4, 0.8], [0.0, -0.2, -0.3], [-0.7, -0.1, -0.1], [0.9, -0.3, 0.1], [0.7, -0.2, 0.0], [-0.2, 0.6, -0.3], [-0.8, 0.0, 0.0], [1.3, -0.9, -0.7], [-0.6, 1.3, -0.6], [-0.1, -0.6, -0.7], [0.0, -0.4, 1.3], [0.4, -0.1, -1.0], [-1.0, -4.7, 0.0], [2.6, 1.9, 1.0], [0.0, 3.4, -1.6], [0.6, -1.3, 0.9], [0.2, 0.5, 0.1], [0.5, -0.4, -0.1], [-0.6, 0.3, 0.6], [-1.0, 1.9, 1.3], [-0.8, -0.5, -0.2], [0.0, -0.1, -0.8], [0.0, -0.5, 0.1], [0.1, 0.0, 0.0], [-0.5, -0.2, -0.5], [-0.7, -0.5, -0.3], [0.6, 0.1, -0.4], [-2.3, 4.2, -1.5], [0.7, -3.6, -1.3], [1.8, -1.8, 2.1], [-2.6, 1.3, 0.0], [0.5, 0.6, 0.5], [1.1, -1.0, -0.8], [0.2, -0.3, 0.0], [-0.7, 1.3, -0.2], [0.2, 0.1, 0.8], [-0.4, -0.4, -0.7], [0.1, 0.0, -0.2], [-0.1, -0.1, -0.1], [-0.2, 0.1, 0.4], [0.4, 0.5, 0.6], [1.5, -0.6, 0.5], [2.2, 2.7, -3.0], [0.7, -0.6, 1.4], [-1.5, -0.9, 1.5], [-0.3, 0.7, -1.9], [0.7, 0.3, 1.3], [0.3, -1.6, 0.4], [-0.6, 0.2, -0.9], [-1.4, 0.8, -1.2], [0.7, -1.5, 1.0], [0.4, -0.4, -0.4], [-0.7, 0.2, 0.0], [0.0, 0.1, 0.2], [0.3, -0.3, 0.2], [-0.7, 0.6, -0.1], [-0.1, -0.2, 1.2], [-3.8, 0.6, -1.5], [-0.3, -1.2, 2.6], [3.5, 0.7, 0.8], [-2.3, -4.7, -1.2], [-0.5, 0.8, 0.0], [0.5, 2.3, -0.5], [0.4, 0.2, 1.4], [0.8, -0.2, -0.7], [0.8, 2.3, -0.1], [-0.5, -0.6, 0.0], [-0.5, -0.5, 0.4], [0.4, -1.2, 0.1], [0.6, -0.4, -0.4], [-0.4, 0.7, -0.5], [0.9, 1.2, -0.5]], "lowdin_charge": [0.014, -0.295, 0.149, 0.093, 0.178, 0.174, 0.025, 0.110, 0.096, 0.115, 0.114, 0.119, 0.107, 0.011, -0.315, 0.131, 0.110, 0.170, 0.176, 0.059, 0.110, 0.096, 0.119, 0.109, 0.105, 0.106, 0.037, -0.386, 0.181, 0.100, 0.178, 0.169, 0.091, 0.102, 0.104, 0.097, 0.112, 0.107, 0.103, -0.027, -0.087, -0.248, 0.020, -0.146, -0.061, -0.088, -0.178, -0.193, -0.146, 0.090, 0.079, 0.075, 0.109, 0.118, 0.117, 0.110, 0.107, 0.127, 0.132, 0.066, 0.087, 0.096, 0.134, 0.149, 0.125, 0.136, 0.103, 0.095, 0.098, -0.498, -0.119, -0.326, -0.571, 0.107, 0.099, 0.123, -0.202, -0.092, 0.056, 0.055, 0.055, 0.100, 0.099, 0.112, -0.524, -0.102, -0.306, -0.517, 0.114, 0.064, 0.102, -0.272, -0.095, 0.065, 0.070, 0.075, 0.103, 0.104, 0.121, -0.502, -0.130, -0.307, -0.544, 0.076, 0.128, 0.121, -0.288, -0.099, 0.074, 0.073, 0.073, 0.115, 0.103, 0.119, -0.456, -0.125, -0.341, -0.594, 0.086, 0.179, 0.138, -0.346, -0.061, 0.062, 0.069, 0.080, 0.108, 0.100, 0.110]}

=====

No. 2
{"formula": "C4H11N3O2", "method": "ωB97M-V/def2-TZVPD", "lumo_ev": 0.418, "total_energy_ev": -12891.20052, "total_charge": 0, "smiles": "[H]/N=C(\\N)NC.CC(=O)O", "de_lowest_kj_mol": 157.22, "symbols": ["C", "C", "O", "O", "H", "H", "H", "C", "C", "N", "N", "N", "H", "H", "H", "H", "H", "H", "H", "H"], "xyz": [[0.6199, -0.6595, 2.3105], [1.7078, 0.4156, 2.2814], [1.7419, 1.1699, 3.4505], [2.6537, 0.4247, 1.5538], [1.1307, -1.6188, 2.3761], [0.2237, -0.4308, 1.3169], [-0.0058, -0.6651, 3.1963], [0.2554, -1.3566, -2.1684], [-1.1615, 0.5228, -1.5626], [-1.0246, -0.8539, -1.6823], [-2.3416, 0.9888, -0.9863], [-0.3252, 1.2526, -2.1837], [-1.4912, -1.3416, -0.9326], [0.1103, -1.4274, -3.2450], [0.3764, -2.3872, -1.8254], [-2.3584, 1.9762, -0.7872], [-2.7565, 0.4836, -0.2158], [1.8269, 2.0898, 3.1591], [-0.3797, 2.2505, -2.0342], [1.1974, -0.8335, -2.0212]], "forces_ev_per_a": [[1.3, 0.8, -0.5], [1.4, -1.6, 2.7], [-1.2, 0.6, -0.9], [-0.7, 0.4, -1.0], [0.1, 0.0, -0.7], [-1.0, -1.0, 0.2], [-0.5, 0.7, -0.4], [-0.6, -1.3, -1.0], [-0.1, 0.3, -1.1], [0.0, 1.0, 1.3], [-0.2, -0.2, 0.7], [0.9, 0.0, 0.2], [0.3, -0.3, -0.1], [0.4, 0.0, -0.2], [-0.1, 0.1, 0.1], [0.2, 0.0, -0.2], [0.1, -0.3, -0.1], [0.5, 0.0, 0.4], [-0.5, 0.0, 0.0], [-0.5, 0.6, 0.6]], "lowdin_charge": [0.018, -0.541, 0.049, 0.118, 0.089, 0.077, 0.079, -0.119, -0.598, -0.030, 0.112, 0.106, 0.110, 0.074, 0.076, 0.084, 0.078, 0.111, 0.033, 0.073]}

=====

No. 3
{"formula": "C4H6", "method": "ωB97M-V/def2-TZVPD", "lumo_ev": 1.240, "total_energy_ev": -4240.94703, "total_charge": 0, "smiles": "C#C.C=C", "de_lowest_kj_mol": 290.77, "symbols": ["C", "C", "C", "C", "H", "H", "H", "H", "H", "H"], "xyz": [[-1.5840, -0.1660, 0.1887], [-2.7506, 0.0301, -0.1838], [1.4291, -0.6762, -0.1124], [1.4844, 0.6025, -0.1106], [-0.6239, -0.0028, 0.7258], [-3.7305, 0.1485, -0.5148], [2.3625, -1.2016, -0.3043], [0.3872, -1.1248, 0.1982], [2.4273, 1.0909, 0.0405], [0.5985, 1.2994, 0.0728]], "forces_ev_per_a": [[-3.0, 1.6, 0.1], [4.7, -0.9, 1.4], [-2.1, -3.1, 0.7], [-1.0, 4.2, 1.4], [-1.7, -0.3, -0.8], [-0.9, 0.0, -0.4], [-0.5, -0.6, 0.4], [2.9, -0.2, -1.5], [0.5, 0.4, -0.9], [1.2, -1.1, -0.3]], "lowdin_charge": [-0.026, 0.036, -0.105, -0.123, 0.003, -0.005, 0.059, 0.047, 0.046, 0.068]}